A molecular structure, C6H9N3O2S2. Source: the OMol25 dataset; level of theory: wB97M-V/def2-TZVPD.

The value obtained for the HOMO energy is -8.70 eV. The LUMO energy comes out at 0.01430 hartree. As for the multiplicity: 1. The energy above the lowest of the compared OMol25 structures with the same formula, charge and spin is 591.7 kJ/mol. The gap between HOMO and LUMO is 9.092 eV.

```
22
C6H9N3O2S2 (wB97M-V/def2-TZVPD)
C -0.93 -2.98 -2.49
C 0.61 -2.20 -1.94
C 1.00 0.16 -2.19
C 0.52 1.47 -1.72
C -0.41 0.85 0.69
C -0.12 -0.21 2.90
H -1.81 -2.78 -1.60
H -0.54 -4.01 -2.48
H -1.26 -2.47 -3.64
H 1.77 -2.45 -2.70
H 0.86 -2.50 -0.44
H 1.40 2.01 -1.44
H 0.35 2.11 -2.68
H 0.91 -0.81 4.56
H -0.74 -0.86 4.73
N 0.85 0.46 0.97
N 0.94 -0.22 2.17
N -0.01 -0.42 4.24
O 0.11 -0.83 -2.15
O 2.20 -0.05 -2.46
S -0.87 1.76 -0.82
S -1.37 0.59 2.03
```

Atomic partial charges in e from the Löwdin method, atoms 1 to 8:
1. C -0.10
2. C -0.17
3. C -0.55
4. C -0.52
5. C -0.90
6. C -0.73
7. H 0.11
8. H 0.00